Density functional theory data (ωB97M-V/def2-TZVPD) for 3 unconnected molecules or ions with the total composition H7O3 at a distorted geometry.

Positions of all 10 atoms, in Å:
O1 1.95424 0.67738 0.31220
H1 2.87305 0.51055 0.10290
H2 1.90436 1.04214 1.20257
O2 -1.75780 -1.26813 -0.00430
H3 -2.68827 -1.14396 0.20798
H4 -1.45949 -1.91059 0.65106
O3 -0.26157 0.59468 -0.52743
H5 -0.89318 -0.18811 -0.19546
H6 -0.50248 1.06126 -1.32818
H7 0.83113 0.62478 -0.42134

* molecular weight: 55.05 g mol⁻¹
* relative energy (zero: lowest compared OMol25 entry of this formula, charge and spin): 24.0 kJ/mol
* charge: +1
* E: -229.65281 Eh

Population analysis type Löwdin, resulting atomic charges in e:
1. O 0.068
2. H 0.117
3. H 0.121
4. O 0.056
5. H 0.114
6. H 0.113
7. O 0.128
8. H 0.062
9. H 0.136
10. H 0.083